# 1
A molecular structure, C5H8O, computed with ωB97M-V with the def2-TZVPD basis set.

The value obtained for the HOMO-LUMO gap is 9.0680 eV. The value obtained for the LUMO energy is 0.0225 Ha. The HOMO energy comes out at -0.3108 hartree.

Last column: Löwdin charge in e.
Geometry (Å):
O 2.89 -0.49 -0.52  0.00
C 2.05 0.29 -0.12  -0.29
C 0.65 -0.01 0.09  -0.26
C -0.22 -1.20 -0.30  -0.12
C -1.44 -0.23 -0.30  -0.15
C -0.57 0.94 0.23  -0.19
H 2.32 1.33 0.15  0.12
H 0.16 0.44 1.24  0.19
H -0.02 -1.69 -1.26  0.11
H -0.26 -1.99 0.47  0.10
H -1.82 -0.01 -1.30  0.11
H -2.27 -0.47 0.37  0.11
H -0.53 1.94 -0.17  0.11
H -0.93 1.16 1.42  0.17



# 2
2 unconnected molecules or ions with the total composition C4H9N2O2, computed with ωB97M-V with the def2-TZVPD basis set.

The charge is -1. The value obtained for the HOMO-LUMO gap is 7.4287 eV. The value obtained for the LUMO energy is 0.1416 Ha. The HOMO energy comes out at -0.1314 hartree.

Last column: Löwdin charge in e.
Geometry (Å):
O 0.09 -1.60 -0.87  -0.13
C 0.23 -1.02 0.24  -0.72
N 1.36 -0.88 0.87  0.01
C 3.54 1.58 -0.48  -0.11
O 3.91 2.74 -0.36  -0.08
C -1.12 -0.75 0.98  -0.22
N -2.34 -0.82 0.19  -0.14
C -2.33 0.17 -0.86  -0.19
H 1.51 -0.30 1.69  -0.03
H 2.98 1.17 0.36  0.05
H 3.84 1.16 -1.44  0.08
H -1.12 -1.45 1.83  0.09
H -1.11 0.21 1.52  0.09
H -2.29 -1.72 -0.25  0.08
H -1.45 0.24 -1.50  0.07
H -3.24 0.08 -1.45  0.06
H -2.47 1.20 -0.47  0.07



# 3
CH2N2O3 in the gas phase, computed with ωB97M-V with the def2-TZVPD basis set.

The value obtained for the HOMO-LUMO gap (alpha / beta) is 8.5924 / 8.5967 eV. The value obtained for the LUMO energy (alpha / beta) is -0.0538 / -0.0538 Ha. The HOMO energy (alpha / beta) comes out at -0.3696 / -0.3697 hartree.

Last column: Löwdin charge in e.
Geometry (Å):
C -0.03 -0.16 -0.06  0.11
N -2.33 0.78 0.15  0.12
N -3.53 -0.01 0.02  -0.45
O -3.43 -1.21 -0.15  0.04
O -4.59 0.59 0.03  0.05
O -1.29 -0.04 0.02  -0.09
H 0.43 -1.13 0.09  0.10
H 0.64 0.71 -0.22  0.11



ΔE to the lowest compared entry with this formula, charge and spin
In order: 106.1; 60.4; 142.1
Unit: kcal per mole
F_max
In order: 3.87; 2.25; 3.22
Unit: eV/Å